The following is a DFT calculation (ωB97M-V with the def2-TZVPD basis set) of a cluster of 17 separate species, C83H182F12N9O6P2 in total at a distorted geometry.

The geometry in XYZ format:
```
294
Properties=species:S:1:pos:R:3:forces:R:3
H 3.62069 1.46656 -3.75647 -0.79 0.01 -0.19
H 16.56741 -5.79999 2.83212 0.89 0.05 1.10
H -2.52370 8.91117 0.53325 0.19 0.02 -0.74
C -11.73761 -3.56186 3.92737 -0.51 0.76 -0.53
H 4.98668 8.71424 -2.20117 -0.03 -0.50 -0.39
C -10.07296 -1.59874 3.81076 -0.73 0.47 0.16
H 1.67638 7.49098 -0.10781 -0.55 -0.13 0.20
H -0.08630 -1.54311 -2.92986 0.43 0.31 0.78
C -4.73394 7.66553 -0.05648 -0.86 -1.14 -1.85
C 0.85790 0.37924 -0.29529 0.52 -0.80 1.37
C -6.60403 1.11658 5.18849 -0.99 0.09 -0.62
H 14.85567 -5.77289 2.59696 -0.46 0.95 0.19
H -1.36494 0.79577 -1.67578 0.79 1.06 1.08
H -2.33793 -2.35826 -0.06978 0.70 0.20 0.24
H -6.51259 -5.86272 2.08448 0.80 0.37 0.73
H 14.56879 -9.13034 2.64103 1.68 -1.00 1.34
H 1.39026 4.70130 2.93003 -0.07 0.91 -0.37
C 0.46490 6.41883 4.80101 -0.17 0.86 0.32
F -2.33454 -0.79188 2.33468 -0.64 0.05 0.43
H -3.44872 9.51702 -3.91075 0.19 -0.80 -0.03
H 12.74962 -6.57250 4.07931 -3.93 -0.91 -1.57
H 0.45011 -1.55100 0.64990 0.52 -1.00 0.41
H -1.56492 3.82684 0.52305 -0.86 -2.02 -0.88
H -0.59035 -4.28108 2.63330 -0.30 -0.20 -0.79
H -2.29742 -4.85995 -0.58025 0.20 0.02 0.51
H -2.51693 2.15620 -7.02035 -0.97 0.96 0.99
H -0.97202 1.73418 -7.52066 0.96 -0.20 0.05
H 2.14263 3.15231 -2.81003 0.57 0.98 0.23
H -1.57837 8.33985 -0.91781 0.62 0.13 -0.05
C 3.72044 6.03677 0.98775 -0.90 -0.34 0.85
P -2.28137 3.36061 -3.45299 -0.90 -0.28 -0.10
C -1.03223 4.75981 4.06413 -1.25 -0.95 -0.80
H -7.05550 3.28483 4.95362 -0.34 -0.32 0.32
H -10.72579 0.47159 3.71055 -0.47 0.52 -1.16
H -6.32904 6.56618 1.91977 1.03 -0.75 0.60
H -0.73570 -11.05500 -1.87798 -0.24 0.55 -0.47
H -0.88486 2.50801 5.44230 0.62 -0.56 -0.14
H -11.50527 -1.90146 5.40764 0.07 -0.41 -0.28
H -1.46508 3.16512 6.96695 0.27 0.03 -0.34
H 3.82405 1.54968 -2.01570 0.07 0.17 -0.14
H -0.88674 3.59534 -10.65235 0.16 -0.58 0.93
H -0.46024 6.90677 5.22699 1.10 -0.55 -0.36
C -9.95580 -0.11022 4.15232 0.95 -1.23 0.63
H 14.40521 -6.97294 3.77739 -0.20 0.01 -0.68
H -5.13572 -6.89703 2.28028 0.22 -0.49 -0.10
O 0.43141 5.88507 1.18726 -1.56 0.33 -0.31
H -1.04285 3.89965 3.37618 0.80 0.49 -0.09
H 1.07086 3.70851 6.34394 0.53 -0.04 -0.29
H -5.01915 -5.44528 1.34817 0.71 0.47 -1.30
H -1.99610 0.09008 -9.13698 0.35 -0.20 0.04
H -1.68779 -2.89541 3.12785 0.15 -0.43 0.15
C 1.47713 4.40273 3.95540 -0.11 -0.83 1.03
H 0.79484 -6.65868 -5.18057 -0.21 0.87 0.40
C -0.57786 5.97058 -6.98539 0.62 0.24 0.21
H -7.99274 -0.62679 5.49443 0.22 0.24 0.27
N 0.43898 -8.08150 -3.01654 -3.62 -1.90 -1.41
H 1.63781 -7.40733 -1.51374 -0.01 0.35 -0.12
C 10.73489 -6.15689 2.25694 -4.00 -4.45 -0.44
H -1.79390 -0.44913 -2.58365 -0.87 -0.30 0.10
H -4.27570 -5.92308 -1.54061 -0.18 -0.49 -0.48
H 2.99066 9.52793 -1.44514 -0.43 -0.14 -0.49
C 3.09123 1.12098 2.82600 0.38 0.04 1.46
H 2.04802 5.02993 -0.59686 -1.20 -0.31 -0.37
C -0.48755 4.61188 -7.67654 -0.76 1.06 -0.77
C 14.45521 -6.76182 2.68276 -0.04 1.42 0.36
H -5.12185 9.81065 0.30355 0.55 -1.07 0.19
H -9.30314 -2.24119 4.25384 0.25 0.40 -0.23
H 2.38823 4.70221 4.49027 -0.37 1.00 -0.35
H 18.37774 -8.46472 4.07818 -2.17 1.21 -1.39
C -4.80088 -5.16678 3.44798 1.23 -0.22 -0.27
H 2.48507 5.82023 -2.24866 -0.20 0.00 0.95
H 5.42135 6.11975 -1.48407 -0.72 0.02 0.49
H -6.66999 9.23007 2.19739 0.33 -0.57 -0.26
H 10.64730 -6.75953 1.23583 -0.10 1.11 1.47
C 3.73102 4.18511 -1.60566 -1.72 -1.20 0.76
H 16.34623 -9.58364 2.26764 -0.12 -0.40 -0.09
H 5.33484 7.48633 -0.40298 -0.10 -0.10 0.58
O 0.83583 -4.69702 -0.88608 0.56 0.60 -0.35
H 2.13745 8.13939 -2.31674 -0.60 0.58 -0.45
H 0.02971 -4.89623 -6.80725 -0.38 0.53 -0.20
H -2.71225 -5.22827 2.57687 -0.32 0.11 0.06
F -2.86321 1.19379 4.86463 0.56 0.11 0.25
N -3.58451 7.86691 -0.96678 0.21 1.33 -0.17
C -7.02676 7.19156 1.43167 0.16 1.26 0.29
H -7.28138 6.72258 0.49981 -0.24 -0.10 -0.48
H -0.52660 -4.47247 6.57691 -0.02 1.43 -0.68
H -3.27122 3.10025 -10.62611 -0.05 0.49 0.16
H -0.53289 -10.81526 -4.36564 -0.03 -0.48 0.11
H -2.70506 -0.24932 -1.01572 0.40 0.33 -0.26
H 1.97299 2.49538 4.88734 0.27 0.29 0.08
C -2.94148 -4.34697 -1.27954 -0.35 -0.68 -1.82
C -0.04144 -10.28787 -2.26043 -0.88 -1.18 -0.02
H 2.75328 5.61171 1.31246 0.40 0.13 0.16
C -5.40271 -5.85469 2.23748 -1.31 -0.15 0.32
H 1.66355 -5.61585 -3.98549 -1.35 -0.69 -0.07
H -2.92465 -5.14712 5.66138 0.28 0.76 -1.17
H 10.09570 -5.33477 2.04961 0.23 2.99 -0.24
C 1.14831 -0.06510 -1.70814 -0.05 -0.34 -1.94
C -2.35292 8.11731 -0.21450 -0.10 -0.61 2.17
C -0.45780 -5.75013 4.56179 0.40 1.06 0.16
H 1.33924 6.54292 -7.63726 0.46 0.44 -0.02
C -3.34695 2.84158 -9.57286 0.66 -1.08 0.07
H -1.13588 6.70879 -7.57636 0.42 -0.11 -0.26
H -2.55036 4.35473 -7.41863 -1.05 -0.18 0.54
C -2.63827 0.70784 -8.52893 -0.97 -0.41 0.74
H 4.98994 2.21736 -3.20509 -0.29 0.19 0.65
C -3.16255 8.77317 -3.14725 0.37 0.53 0.93
H -2.35806 5.13161 5.77048 0.27 -0.70 -0.40
C -3.87526 9.14142 -1.83591 -1.25 -2.68 -0.65
H -12.25557 -1.54790 3.85156 0.71 0.08 0.39
C 4.28874 7.86431 -2.18663 -0.72 1.69 1.35
H 3.97359 0.84295 2.28464 0.35 0.15 -0.77
H -12.78779 -3.80050 4.15278 0.41 0.06 0.11
H -2.42570 6.24631 -1.71324 1.07 -0.35 0.34
C 0.19188 4.28798 6.12246 0.00 -0.66 -0.81
H -8.13127 -0.67861 2.15873 -0.22 -2.12 -0.44
H 0.00348 -3.12534 -6.27346 0.33 -0.99 0.00
H 2.39791 2.87766 1.89268 0.15 0.20 0.54
H -2.07690 8.90927 -2.89875 -0.72 -0.07 -0.69
H -5.58963 0.85612 4.88958 0.07 0.43 0.54
H 0.84936 -2.29299 -1.62239 0.03 0.21 0.13
H -3.49410 9.98575 -1.32879 0.30 0.90 0.46
C -3.23738 -5.43425 3.51727 -1.16 -0.68 0.47
H -3.71333 -3.79458 -0.76721 -0.70 -0.37 0.44
H 3.63888 3.25149 3.11035 0.09 -0.53 -0.15
H 3.92071 6.95921 1.62338 0.19 -1.43 -0.92
H -7.32268 0.78148 2.26596 0.30 0.34 -0.30
N -8.59325 0.48699 3.83916 -1.24 0.84 0.69
H 1.96252 -9.00719 -2.00255 0.16 -0.04 -0.43
H -1.21945 -4.83887 -4.68272 -0.45 -0.25 -0.21
C 17.38421 -7.67427 4.11384 -2.46 -4.11 -4.80
H -0.14423 3.88206 -6.95661 -0.11 -0.38 0.17
H 3.39218 4.07387 -3.72688 -0.10 -0.18 -0.21
F -3.74195 4.06963 -3.54330 0.29 0.09 0.36
H -0.95478 -6.46708 5.18870 -0.13 0.04 0.84
H -10.17533 0.03129 5.19111 0.49 0.11 0.92
C 4.74514 6.89296 -1.08967 0.27 0.78 -1.06
C -0.54202 -8.84442 -2.08645 1.03 0.02 0.94
H 1.17306 -11.10407 -3.85499 -0.42 0.54 -0.40
N -1.97733 2.97377 -8.91826 -1.54 0.51 0.91
H 4.15458 7.48574 -3.18159 0.13 -0.43 -0.33
C -7.49509 -0.03233 4.73098 0.35 -1.71 -1.01
C 2.89663 8.45584 -1.62968 1.85 -0.56 -0.64
H -4.39317 8.88358 1.66104 -0.75 -0.05 -0.66
H 0.80094 0.65396 -2.50995 0.60 -0.47 1.03
H -4.73937 1.37629 -8.95580 1.13 -0.48 -0.09
H 0.62294 6.75378 3.75111 -0.10 -0.15 0.77
H 0.88913 7.36250 -6.05797 0.18 -0.93 -0.71
C 0.86569 6.41975 -6.67154 -1.44 1.17 -0.03
H -10.07001 -1.64213 2.72990 0.18 -0.60 -0.31
H -5.00539 9.15656 -1.88539 1.33 0.29 -0.35
O -0.37568 -5.98912 0.50392 1.23 0.97 -0.31
F -4.05437 -0.47307 3.94524 0.52 -0.22 -0.52
H -2.16793 5.05497 -9.02824 0.20 -0.22 0.58
C -2.15738 -3.25346 -1.95584 2.14 0.83 1.01
H -2.12544 7.22726 0.41815 0.17 0.35 -0.83
H -1.18790 -6.95517 -3.66351 0.41 0.04 0.17
H 2.22832 -0.27105 -1.85625 -0.73 0.11 -0.09
C 0.48026 -8.97236 -4.22359 0.18 -0.46 -1.83
C 0.35237 -4.16562 -6.05538 -0.60 -0.33 0.09
H -9.16752 2.45719 3.39376 -0.35 0.72 -0.46
C 0.29432 -10.43965 -3.77722 -0.05 0.54 1.03
C -6.49435 8.64298 1.27222 -3.57 -0.03 0.99
C 1.70227 -8.03120 -2.40540 3.05 0.59 1.73
C -0.08288 -0.71119 0.28934 0.17 0.95 -0.82
C -1.96555 1.88171 -7.86707 0.31 -0.61 -1.31
C -1.73335 -0.18396 -1.52548 -1.33 -1.57 -1.04
H 1.79682 0.57396 0.29783 -1.03 -0.61 -0.44
C -0.93716 2.74482 -9.92478 0.67 1.17 0.12
H -1.27610 5.68479 3.49460 0.03 -0.86 0.50
C -3.35327 6.69775 -1.93540 -1.75 0.53 1.27
F -3.32358 1.27798 2.62729 0.58 -0.52 0.45
H 17.66108 -6.92219 2.05823 -0.16 0.26 0.68
H 16.63528 -8.34049 0.42541 -0.46 0.79 0.17
H 1.34865 6.62850 5.42215 -0.39 0.08 -0.22
O 0.67898 3.74830 0.85867 -1.68 -0.45 -0.81
H 0.14449 -1.70804 5.70887 -0.30 1.35 0.46
C 2.77628 2.59341 2.89390 0.32 1.06 -0.77
C 16.41159 -8.78985 4.13911 0.36 -1.36 0.81
C -11.41830 -2.11598 4.32827 -1.30 0.51 -0.45
H 0.58467 -5.55351 4.88454 -0.66 -0.33 -0.30
F -1.57267 4.78687 -3.65797 0.37 0.49 -0.45
C -1.88673 4.32407 -8.24397 1.91 -0.06 -1.29
C 2.79752 5.36013 -1.28675 1.41 0.74 0.22
C -1.02410 3.41968 5.98926 -1.43 0.09 1.16
F -3.02994 1.92386 -3.27992 0.35 0.30 0.40
H 12.99197 -7.88593 1.80726 0.27 0.16 -1.24
H 15.82200 -6.75121 0.12488 -0.15 0.56 -0.18
H -7.21905 9.15179 0.59740 0.57 -0.34 0.00
H -0.50076 -6.20937 3.58187 0.12 0.55 -0.49
H 2.53777 -7.65419 -3.04607 -1.02 -0.33 0.29
H 0.40605 -1.76995 3.44229 0.13 -0.87 -0.12
H -3.17706 0.08852 -7.78683 0.77 0.08 -0.25
C -0.17466 -6.77662 -3.27376 0.93 0.77 -1.48
C -1.96291 4.27034 5.16557 -0.04 2.32 0.74
H 13.02292 -6.23750 0.92709 -0.06 -0.86 2.26
C -3.45237 7.26668 -3.31345 -0.67 0.17 -0.30
H 9.95332 -6.57021 2.98158 -0.70 0.08 -0.93
H 9.92512 -2.36359 0.92959 0.09 -0.59 0.21
H -5.26998 -5.57896 4.31694 -0.09 -0.32 0.82
H -3.82288 0.77081 -10.31733 0.11 0.49 -0.10
C -0.80621 -3.64885 5.83886 1.26 -1.08 1.06
H -0.32830 -8.73940 -4.98569 0.86 0.24 1.28
H 0.14616 5.04124 6.87389 -0.48 0.72 0.46
C -3.70171 1.34714 -9.39544 -2.13 0.49 -0.38
H -1.30021 -3.61607 -2.48512 0.16 -0.62 -0.80
H -4.00658 3.48090 -8.99850 -0.19 0.11 -0.27
H 2.15987 -4.48922 1.03394 2.34 2.11 -1.18
C 15.75566 -7.68759 0.63497 0.57 -1.55 2.15
H 4.48938 5.25994 1.03081 0.01 0.37 0.07
H 1.43257 -4.26196 -6.14206 0.22 0.53 0.34
H -9.14904 2.07969 5.17075 0.01 -0.16 -0.98
N 15.71090 -7.51501 2.21832 -0.75 -1.28 -1.59
F -1.14805 0.83586 3.33643 0.41 0.70 0.11
C -1.48394 -2.52785 -0.75319 -2.68 0.35 0.20
C -0.14981 -4.70230 -4.69762 1.21 0.16 -0.55
H -2.78440 3.76923 4.72564 -0.83 -0.70 -0.21
N 3.46946 6.44439 -0.41254 1.64 0.69 -0.96
N -1.19759 -4.39268 4.63228 -1.33 -1.73 -1.50
H 2.22969 0.61140 2.45681 -0.57 -0.56 -0.42
H 14.88808 -11.68916 6.63486 0.21 -0.06 -0.16
H -4.92948 -4.09065 3.54594 -0.30 0.19 -0.55
H 1.35949 5.61607 -6.17244 0.49 -0.44 0.62
C 0.32391 -1.37336 -1.90346 0.23 -0.08 -0.81
C -3.52361 -5.48342 -2.19476 0.26 0.68 0.40
C 1.69854 2.92449 3.91775 -1.58 -2.89 -0.23
C 3.91366 2.12388 -2.94680 2.06 -1.16 -0.63
H -5.55648 7.47022 -0.75413 -0.06 0.06 -0.02
H -1.21378 1.88991 -10.47877 -0.13 -1.09 -0.57
H -2.73318 6.68665 -3.85960 0.22 0.22 -0.89
H -3.09117 -6.50867 3.75500 -0.02 0.47 -0.39
H -3.98833 -5.15010 -3.14854 0.23 -0.05 0.71
C 16.89526 -6.84029 2.86078 2.07 0.38 -1.95
H 3.54507 3.44867 -0.79710 0.58 0.41 -0.06
C -0.08915 4.74959 0.94316 4.24 0.85 1.54
H -3.10791 -3.58839 4.69238 0.13 -0.89 0.04
H 1.27005 -3.40832 3.44948 -0.67 0.94 0.80
F -2.17938 3.62077 -1.86000 -0.79 -0.26 0.43
H -7.87562 7.19280 2.08478 -0.73 0.07 0.10
C 0.39545 -2.80851 3.84418 -0.19 0.41 -0.96
H 3.12461 8.24488 0.52055 -0.03 0.42 -0.12
C 0.29441 -2.68924 5.38157 1.79 -2.48 -0.49
C -2.69536 -4.62960 4.67193 -0.07 0.41 1.17
H -9.01222 0.82698 1.82123 -0.75 0.14 -0.60
H 0.85392 -10.60266 -1.72904 0.11 0.82 0.40
H 0.30495 1.27036 -0.18470 -0.39 1.40 -0.41
H -4.64208 6.70927 0.45034 0.50 0.11 0.39
C 13.05832 -6.77502 1.97478 0.28 -3.67 -1.36
H 14.87676 -8.30775 0.39705 0.18 0.68 -0.05
H -6.67131 2.57780 3.49718 0.31 -0.54 -0.43
F -0.85375 2.63960 -3.34010 0.50 -0.41 -0.52
C 0.62778 -5.96074 -4.31652 0.49 -0.58 0.05
H -1.64308 -3.13662 6.26815 -0.57 0.34 -0.09
C 11.71551 -6.89833 2.84770 9.37 4.41 2.14
H -0.18408 -6.34246 -2.30819 -0.36 1.10 0.91
C -0.86058 -3.56884 3.38439 0.77 0.53 1.26
H -0.76939 -3.18401 -0.31611 0.57 -0.45 0.33
F -1.89744 -0.90026 4.55547 0.20 -0.41 0.80
H 17.78918 -7.54774 5.02056 0.55 2.59 3.81
C -8.63295 1.98726 4.18289 0.43 -1.07 1.52
H -4.14271 5.98022 -1.70258 0.22 -0.08 -0.22
H -0.41255 -8.33956 -1.10685 -0.03 -0.63 -0.26
O 1.51113 -5.09282 1.24015 -2.21 -1.91 1.25
H -1.60749 -8.66777 -2.35431 0.92 -0.24 -0.45
O -1.42040 4.62730 0.97452 -0.25 1.57 0.14
C -7.17749 2.33460 4.42171 0.34 0.81 0.07
N 0.26400 4.94412 4.75226 2.13 0.23 -0.76
H -2.68612 -2.54806 -2.58054 -0.57 -0.07 -0.14
H -0.02875 2.55876 -9.34814 0.20 0.22 -0.67
F -2.32800 3.14605 -5.06688 0.40 0.03 -0.07
C 0.61549 -5.24778 0.20108 -1.99 -1.72 0.52
H -4.46253 7.01141 -3.66820 0.36 0.56 -0.34
H 0.27083 4.71473 -8.45950 -0.16 -0.25 -0.08
H 3.29022 0.71667 3.81800 -0.12 -0.03 0.29
H -1.16966 5.88150 -6.09294 -0.18 -0.23 0.70
C -5.12260 8.80178 0.80379 2.34 2.00 0.80
N -0.83737 -1.22421 -0.96398 1.76 1.25 0.43
H -6.77637 1.21194 6.25763 0.57 0.31 0.07
H -11.10306 -4.27274 4.41705 0.40 -0.53 0.08
C 15.67960 -8.95309 2.85527 -0.67 2.46 -0.15
H 4.79699 4.38969 -1.65751 -0.13 0.02 -0.17
C 3.22635 3.43629 -2.85633 -0.84 0.26 0.19
C -8.28555 0.31337 2.39928 1.15 1.93 1.18
H 1.43927 -8.79612 -4.71420 -0.15 -0.04 -0.04
H -0.71484 -0.31050 1.07277 -0.44 -0.21 -0.26
H 19.40355 -13.42133 3.58056 -0.20 0.08 0.14
P -2.58001 0.20189 3.63832 -1.91 0.18 -1.51
H -2.75136 -6.24863 -2.43158 -0.54 0.60 0.26
H -11.65881 -3.61485 2.82212 0.18 -0.29 0.59
C 2.69181 7.75257 -0.34222 -0.07 -1.09 0.57
H 0.06615 -4.00809 -3.90503 0.05 0.57 0.31
H -6.89219 -0.73573 4.12227 -0.44 0.23 0.33
H 0.83709 2.24032 3.62174 0.40 1.36 0.20
H 1.28168 -3.05289 5.70962 -0.41 0.38 0.53
```
Forces are in eV/Å.

Properties
HOMO-LUMO gap in eV: 2.46
E_HOMO in eV: -12.21
Net charge: +5